Molecular formula: C39H82Cl16GaN2
Method: DFT, wB97M-V/def2-TZVPD

The geometry in XYZ format:
```
140
Properties=species:S:1:pos:R:3:forces:R:3
C 10.381199 -1.805299 2.571278 0.3 0.4 -0.8
C 11.258720 -1.241451 1.444997 -0.6 -0.5 -0.1
C 10.376870 -0.515311 0.408804 0.0 0.3 1.4
C 10.050539 0.894103 0.942326 0.6 0.1 -0.4
C 9.871318 1.922559 -0.165207 -0.5 -0.1 -0.4
C 8.515086 1.890577 -0.873035 -0.2 -0.1 0.4
C 7.284662 1.870458 0.030862 -0.3 -0.4 -0.6
C 6.009813 1.616307 -0.802555 -0.4 0.8 0.4
C 4.946252 2.743854 -0.711762 0.4 -0.6 -0.3
C 3.544534 2.151619 -0.670830 0.2 0.9 -0.3
C 2.412042 3.194670 -0.620978 -0.2 -0.7 0.2
C 1.306966 2.786602 0.373828 0.0 0.5 -0.5
C -0.093338 3.179464 -0.088220 0.5 -0.2 0.2
C -1.215388 2.573999 0.739211 -0.5 0.8 -0.3
C -2.590987 2.836613 0.082124 0.0 -0.5 0.6
Ga -3.980184 1.353491 0.440648 0.3 0.2 0.0
C -5.179705 1.096538 -1.188870 0.7 -0.3 0.1
C -5.016300 -0.304709 -1.798495 -0.2 0.1 0.2
C -6.031976 -1.286166 -1.228706 0.0 0.2 -0.6
C -6.243058 -2.567774 -2.041979 0.3 0.2 0.6
C -4.979381 -3.304034 -2.475271 -0.2 -0.9 0.6
N -3.908588 -3.235028 -1.463235 0.0 0.1 -0.6
C -4.999346 1.935428 2.149283 -0.4 0.2 -0.3
C -6.475295 1.690961 2.167616 0.1 0.3 0.0
C -7.306775 2.699865 2.910091 0.1 -0.2 0.4
N -7.090229 0.705457 1.653341 0.0 -0.5 -0.1
H 9.816374 -0.980241 2.997325 -0.1 -0.1 0.4
H 9.689145 -2.498842 2.107779 -0.2 -0.3 0.2
H 10.974370 -2.313937 3.321723 0.0 -0.1 0.3
H 11.781568 -2.068256 0.970120 0.2 -0.1 -0.1
H 11.992560 -0.573887 1.884420 0.3 0.2 -0.2
H 9.439895 -1.068881 0.371182 -0.1 -0.2 -0.5
H 10.845885 -0.472885 -0.569591 0.0 0.0 -0.1
H 10.899527 1.214892 1.542151 0.1 0.1 0.1
H 9.204331 0.849259 1.617041 -0.2 0.1 0.1
H 10.626424 1.700153 -0.917505 0.3 0.2 -0.1
H 10.064696 2.937482 0.180770 0.0 0.1 0.3
H 8.449571 1.017655 -1.521096 0.1 -0.2 -0.1
H 8.407840 2.755290 -1.525148 0.2 0.1 -0.2
H 7.344040 1.072279 0.764691 0.2 -0.1 0.2
H 7.180916 2.797448 0.587497 0.1 0.2 0.1
H 5.532075 0.694332 -0.486035 0.0 -0.2 0.1
H 6.251937 1.488220 -1.853567 0.2 -0.1 -0.2
H 5.076276 3.363390 -1.597971 -0.2 0.3 0.0
H 5.136836 3.379298 0.150626 -0.1 0.0 0.2
H 3.420755 1.566379 -1.579501 -0.1 -0.4 0.0
H 3.498131 1.476332 0.178844 -0.1 -0.1 0.2
H 2.806418 4.179322 -0.382648 0.1 0.2 0.1
H 1.960211 3.260164 -1.609226 0.0 0.1 -0.2
H 1.332901 1.705048 0.485289 0.0 -0.2 0.2
H 1.519280 3.259734 1.332048 0.0 -0.2 0.3
H -0.170254 4.268748 -0.094946 -0.2 0.1 -0.1
H -0.210858 2.854211 -1.122050 0.0 -0.1 -0.2
H -1.033083 1.518406 0.935304 0.1 -0.2 -0.1
H -1.227897 3.082879 1.703616 0.1 -0.2 0.3
H -2.985616 3.753438 0.522134 -0.2 0.3 -0.1
H -2.459950 3.026234 -0.982606 -0.1 -0.1 0.1
H -3.149358 0.005951 0.809802 -0.1 -0.1 -0.1
H -6.226935 1.327837 -1.018478 -0.2 0.0 0.1
H -4.824502 1.786548 -1.949667 0.0 0.4 0.1
H -4.028662 -0.698653 -1.579220 0.2 0.0 -0.1
H -5.093676 -0.269231 -2.892106 -0.2 -0.1 -0.2
H -6.992381 -0.771343 -1.216506 -0.2 0.0 0.3
H -5.762299 -1.519281 -0.201424 0.1 -0.1 0.2
H -6.789560 -3.256141 -1.397206 -0.3 -0.1 0.0
H -6.882044 -2.333068 -2.888940 0.0 -0.1 -0.3
H -4.612274 -3.006241 -3.451285 0.2 0.5 0.0
H -5.259941 -4.361090 -2.579588 -0.2 -0.1 -0.4
H -3.076793 -3.624228 -1.893161 0.1 0.0 0.3
H -4.158807 -3.810567 -0.667073 0.1 0.0 0.0
H -4.582712 1.496196 3.054906 0.2 -0.2 0.1
H -4.861835 3.013518 2.261854 0.2 0.1 0.1
H -7.108235 2.531193 3.969745 0.0 0.1 0.2
H -6.984367 3.715758 2.706404 -0.1 0.2 -0.2
H -8.368686 2.546983 2.748416 -0.2 0.1 -0.2
H -6.400092 0.100397 1.199720 -0.1 0.0 0.0
Cl -8.973518 -5.802061 3.230897 0.0 0.0 0.0
C -9.072147 -5.424651 1.487480 0.0 -0.1 -0.2
C -7.775622 -5.691274 0.769918 0.1 0.0 -0.1
Cl -6.514997 -4.537319 1.260862 0.1 0.0 0.0
H -9.370645 -4.385954 1.388458 0.1 0.0 0.1
H -9.860365 -6.050636 1.075846 0.0 0.0 0.0
H -7.921680 -5.568000 -0.302885 -0.1 0.1 0.0
H -7.410151 -6.698834 0.954532 0.0 0.0 0.1
Cl -10.973543 2.689818 -3.700462 0.0 0.0 0.0
C -10.104609 2.546182 -2.145003 0.0 0.0 0.2
C -8.682766 3.034868 -2.232238 0.1 0.1 0.1
Cl -7.662461 1.975427 -3.225177 -0.2 0.0 -0.3
H -10.143972 1.505065 -1.835630 0.0 0.0 -0.1
H -10.654533 3.145717 -1.421282 0.0 0.0 0.0
H -8.242607 3.046066 -1.234274 0.0 -0.1 0.0
H -8.630170 4.039455 -2.645479 0.0 0.0 0.0
Cl -13.981833 -6.980622 2.142159 0.0 0.0 0.0
C -13.012678 -5.774665 3.031626 0.1 0.0 0.1
C -13.055333 -4.418114 2.378823 0.0 0.0 0.1
Cl -12.198685 -4.391574 0.813555 -0.2 0.0 -0.1
H -11.993949 -6.148877 3.103732 0.0 0.0 0.0
H -13.429519 -5.707990 4.035114 0.0 0.0 0.0
H -12.563149 -3.690244 3.020448 0.0 0.0 0.0
H -14.075229 -4.088563 2.205483 0.0 0.0 0.0
Cl -2.791001 3.008287 -3.473297 0.0 0.0 -0.3
C -3.745179 4.272484 -4.278942 0.0 -0.1 -0.1
C -3.948115 5.474400 -3.392224 0.0 0.1 0.0
Cl -5.013178 5.112407 -2.011754 0.0 0.0 0.0
H -4.697312 3.837278 -4.575614 0.0 0.0 0.1
H -3.201406 4.564227 -5.177281 0.0 0.1 0.0
H -4.422761 6.273364 -3.961324 0.0 0.0 0.0
H -3.002212 5.840334 -2.999640 0.0 -0.1 0.1
Cl 11.101688 -5.081692 1.248950 0.0 0.0 0.1
C 9.863523 -6.188640 0.605409 0.0 -0.1 -0.1
C 8.632331 -5.451388 0.144463 0.0 0.0 -0.1
Cl 7.728808 -4.738823 1.503806 0.0 0.0 0.0
H 9.627305 -6.914616 1.379325 0.0 0.1 0.0
H 10.312970 -6.713627 -0.236515 0.0 0.1 0.0
H 7.958379 -6.143129 -0.358525 0.0 0.0 0.0
H 8.886014 -4.650162 -0.545966 0.0 0.0 0.1
Cl -14.719146 -1.828946 3.958132 -0.1 0.1 0.1
C -13.940266 -0.543176 2.992656 0.1 0.0 -0.2
C -12.723369 0.024581 3.677746 0.1 0.0 -0.1
Cl -13.153550 0.951779 5.137666 0.0 0.0 0.0
H -14.684525 0.225303 2.801767 0.0 0.0 0.1
H -13.651111 -0.990107 2.042023 0.0 0.0 0.0
H -12.209365 0.707798 3.004160 0.0 0.0 0.0
H -12.027925 -0.757951 3.970343 0.0 0.0 0.0
Cl 11.853049 -3.766974 -2.253144 -0.1 0.0 0.1
C 13.307991 -3.058398 -2.992341 0.1 0.0 -0.1
C 14.183638 -2.361542 -1.980847 0.1 0.0 0.0
Cl 13.412613 -0.898386 -1.322686 0.1 -0.1 -0.1
H 12.980575 -2.373868 -3.770845 0.0 0.0 0.0
H 13.863515 -3.871776 -3.456921 0.0 0.0 0.1
H 15.111057 -2.050916 -2.460146 0.0 0.0 0.0
H 14.429206 -3.010182 -1.143379 -0.1 0.0 0.0
Cl 13.760930 1.844030 0.392637 0.1 0.0 0.0
C 14.086639 3.551980 0.774155 0.0 0.0 0.1
C 13.411214 4.484912 -0.197997 -0.1 0.1 0.1
Cl 14.129421 4.392290 -1.826859 0.0 0.0 0.0
H 15.164292 3.695507 0.781115 0.0 0.0 -0.1
H 13.706001 3.733279 1.778420 -0.1 0.0 0.0
H 13.524367 5.513344 0.141495 0.0 0.0 0.0
H 12.350462 4.262495 -0.286650 0.0 -0.1 0.0
```
Positions in Å, forces in eV/Å.

Output
Net charge ... -1
LUMO ... 0.0541 hartree
E_HOMO ... -4.333 eV

Results of the Mulliken charge analysis, in e, for atoms 1 through 8:
1. C -1.199
2. C -0.104
3. C -0.472
4. C -0.838
5. C -0.761
6. C -0.939
7. C -0.047
8. C -1.035